ORCA calculation (ωB97M-V/def2-TZVPD) on C37H39FN5O5PRu as an isolated structure.

```
89
C37H39FN5O5PRu ωB97M-V/def2-TZVPD
Ru 1.458 -1.376 -0.912
O 0.373 -2.886 1.204
N 1.546 -2.868 0.464
C 2.373 -3.839 0.635
C 3.672 -4.038 0.020
C 4.231 -5.298 0.247
C 5.483 -5.626 -0.256
C 6.196 -4.685 -0.974
C 5.656 -3.418 -1.202
C 4.403 -3.080 -0.715
P 3.816 -1.409 -1.039
C 4.466 -0.294 0.199
C 5.409 -0.730 1.132
C 5.911 0.162 2.066
C 5.468 1.478 2.079
C 4.517 1.911 1.161
C 4.009 1.030 0.224
C 4.370 -0.959 -2.680
C 3.906 -1.694 -3.775
C 4.367 -1.393 -5.045
C 5.284 -0.361 -5.226
C 5.745 0.369 -4.139
C 5.290 0.073 -2.860
H 0.329 -3.719 1.706
H 2.069 -4.621 1.329
H 3.680 -6.035 0.819
H 5.896 -6.610 -0.081
H 7.177 -4.922 -1.362
H 6.228 -2.699 -1.775
H 5.764 -1.753 1.124
H 6.654 -0.167 2.780
H 5.868 2.172 2.806
H 4.184 2.940 1.175
H 3.279 1.372 -0.502
H 3.220 -2.525 -3.641
H 4.032 -1.975 -5.894
H 5.653 -0.139 -6.219
H 6.472 1.156 -4.281
H 5.666 0.633 -2.013
C -5.783 -1.737 2.114
C -5.567 -1.290 0.677
N -4.153 -0.868 0.438
C -3.370 -1.707 -0.212
C -2.000 -1.487 -0.412
C -1.273 -2.555 -1.199
O -1.807 -3.632 -1.272
O -0.144 -2.219 -1.761
C -1.379 -0.326 0.218
O -0.146 -0.208 0.282
C -2.288 0.631 0.822
C -1.822 1.839 1.336
C -2.681 2.721 1.936
F -2.153 3.840 2.433
C -4.070 2.484 2.080
C -4.527 1.267 1.540
C -3.660 0.356 0.944
N -4.906 3.370 2.716
C -4.575 4.798 2.886
C -5.730 5.563 3.511
N -7.027 5.288 2.796
C -7.328 3.797 2.661
C -6.197 2.983 3.271
H -6.829 -2.020 2.229
H -5.556 -0.956 2.838
H -5.175 -2.611 2.344
H -6.212 -0.469 0.369
H -5.749 -2.112 -0.011
H -3.805 -2.625 -0.588
H -0.770 2.088 1.295
H -5.578 1.039 1.582
H -4.314 5.232 1.918
H -3.727 4.946 3.553
H -5.540 6.633 3.456
H -5.887 5.303 4.555
H -7.007 5.721 1.871
H -7.787 5.753 3.298
H -7.442 3.597 1.599
H -8.274 3.603 3.161
H -6.403 1.932 3.098
H -6.181 3.098 4.357
C 0.799 -0.409 -4.372
C 1.303 0.556 -3.351
N 1.567 1.791 -3.734
O 1.513 0.243 -2.145
H 1.632 -0.672 -5.028
H 0.026 0.050 -4.988
H 0.416 -1.310 -3.904
H 1.452 2.071 -4.696
H 1.990 2.444 -3.091
```

Values from the calculation:
Total charge ... +4
DFT total energy ... -71241.2208 eV
Spin multiplicity ... 5
⟨S²⟩ ... 6.066
HOMO-LUMO gap (alpha / beta) ... 7.638 / 4.461 eV
E_HOMO (alpha / beta) ... -0.6496 / -0.6532 hartree

Results of the Löwdin charge analysis, in e, for atoms 1 through 8:
1 Ru 1.38
2 O -0.01
3 N -0.17
4 C -0.01
5 C -0.19
6 C 0.02
7 C 0.00
8 C 0.01